{"formula": "C47H55F13N3O41", "method": "wB97M-V/def2-TZVPD", "charge": 1, "homo_ev": -11.41, "gap_ev": 8.642, "lumo_energy_ev": -2.77, "spin_multiplicity": 1, "elements": ["O", "H", "H", "F", "O", "O", "F", "H", "H", "O", "C", "C", "C", "H", "H", "C", "H", "H", "H", "C", "H", "O", "O", "O", "C", "H", "C", "C", "C", "F", "C", "N", "H", "H", "H", "O", "H", "H", "O", "F", "H", "O", "O", "C", "C", "O", "O", "O", "H", "H", "C", "H", "C", "O", "H", "H", "C", "C", "H", "H", "C", "O", "O", "H", "O", "H", "N", "O", "H", "O", "F", "C", "O", "F", "C", "H", "O", "O", "N", "C", "H", "C", "O", "C", "O", "C", "H", "O", "C", "C", "O", "H", "O", "C", "F", "C", "H", "F", "C", "O", "C", "H", "H", "C", "C", "C", "C", "H", "H", "H", "H", "O", "O", "F", "O", "H", "H", "C", "H", "C", "C", "H", "H", "C", "O", "H", "C", "H", "C", "F", "O", "H", "C", "O", "H", "C", "H", "C", "C", "O", "O", "H", "F", "O", "C", "O", "C", "C", "H", "O", "H", "F", "H", "F", "H", "H", "O", "H", "C"], "coordinates": [[2.76742, 7.81352, -4.48139], [15.32876, 1.13594, 1.17188], [-0.00355, 10.32865, -4.92278], [-3.00862, -4.29834, 3.87465], [-4.11489, -1.03033, 4.12407], [13.38236, 1.15931, 0.52538], [9.95348, 4.22202, 5.61808], [5.60236, -1.09597, 0.05131], [-5.61459, -1.94306, -1.01966], [6.16750, -3.61103, 0.15117], [7.75861, 1.48207, -0.69140], [-9.61629, -4.01217, 2.98892], [-6.66038, -2.15595, -0.81629], [-10.28477, 4.22813, -8.38199], [0.71794, -2.45556, 0.21738], [-6.54619, 2.13320, -4.52797], [0.98990, -6.74780, 3.64670], [-0.58749, 11.61921, -3.83569], [0.87343, 4.90236, -2.77450], [-9.37519, 4.16725, -8.98107], [1.49040, 5.46725, -1.19455], [-8.49078, -3.67777, 2.15462], [8.78885, 0.59832, -0.77144], [0.77080, -8.78704, 3.39293], [3.02434, 4.95725, -2.67941], [0.78024, 0.86677, 0.63351], [1.76459, -2.03970, 1.97850], [9.79578, 1.15920, -1.60697], [-1.60265, 9.44049, -2.37722], [3.02596, 3.63457, -2.98447], [-7.92770, 2.12927, -5.15818], [0.82913, -2.62438, 1.20420], [10.08679, 3.03318, -0.58927], [-8.72675, 2.49890, -4.51546], [-5.10132, -2.83644, 3.93798], [-7.54713, -1.11675, -4.29708], [10.16345, 3.61802, 2.69995], [1.54628, -7.39457, 2.07788], [0.87730, 3.47118, 2.51450], [-7.31530, -4.31329, -1.60692], [6.86005, -5.43536, 2.44845], [8.12951, 2.67393, -1.17649], [0.99136, 5.06558, 0.91403], [9.37509, 4.65511, 4.47155], [-9.76990, 5.14637, -10.98698], [-9.54338, -0.46251, -1.45223], [-0.35395, -10.67190, 2.86482], [-7.43107, -0.94868, -0.85157], [-8.51430, 4.02712, -8.33815], [5.31639, -2.04848, 2.73943], [-0.17066, -9.51830, 2.73741], [0.20403, -3.90007, 4.13083], [7.10191, -2.11530, 1.74030], [-6.50655, 0.84044, -3.90875], [13.46945, -1.12809, 2.07386], [1.09255, 9.18886, -3.04454], [-10.08942, -8.03959, 1.33759], [5.02430, -1.02717, 0.96556], [-0.72975, -4.10047, 1.55940], [-10.01405, -9.05583, 1.72607], [0.51570, 10.08048, -2.80584], [-2.50799, 8.90283, -1.83629], [1.68505, 6.80200, -2.79404], [2.32572, 1.45556, 1.30757], [-2.51394, -2.22052, 3.16349], [9.66830, 0.77317, -2.61912], [1.57982, -2.49688, 3.22945], [12.94788, 0.78833, 2.66577], [-6.39427, 2.91253, -3.78852], [11.69969, 2.27233, 1.52803], [14.87733, -0.48645, 0.11298], [10.28711, 4.53191, 3.26665], [9.15646, 6.04839, 4.54784], [1.35475, 11.04733, -2.36687], [-8.64036, -1.22638, -1.38911], [-8.58532, 2.67562, -10.40369], [-8.66435, -2.50616, -1.83852], [-1.58159, 9.80615, -3.67838], [5.83809, -1.47950, 2.08904], [-7.67148, -2.87595, 2.83963], [2.15013, -2.19820, 4.00445], [3.77264, -1.81711, 0.74277], [-9.23076, 5.35636, -9.76173], [13.94612, -0.17231, 2.29256], [8.97601, 7.66696, 2.98102], [6.98262, -3.57009, 1.33237], [-2.24585, -2.91453, 5.07885], [-8.22038, -2.51441, 4.01457], [-9.52543, 3.10613, -10.05465], [-2.96453, -2.99605, 4.26007], [3.29808, 5.70796, -3.84897], [4.76458, 0.02234, 1.09207], [2.69705, -1.20149, 1.60598], [-3.12125, -0.99737, 3.24123], [-8.93336, -7.73064, 0.70822], [-9.60757, -2.86690, 3.98730], [-4.59956, -2.42343, 5.59791], [11.01326, 0.80414, -1.15147], [1.00795, 3.93100, 1.24804], [1.15196, 2.88912, 0.39095], [-0.38448, 10.55198, -3.93153], [-6.76391, -2.62300, 0.16087], [-11.12639, -6.94818, -0.20197], [-7.40215, 0.03905, -4.52053], [0.53481, -3.40767, 3.23751], [12.58747, 1.48409, 1.57146], [9.53967, 2.64795, -1.45038], [3.81602, 5.14059, -1.95174], [7.53875, -1.53671, 0.93082], [-6.94432, -2.83081, -2.89567], [5.32765, -4.60797, 2.23196], [9.89052, 5.66723, 2.48796], [-12.11171, -6.38576, 3.49835], [-7.96877, 2.80564, -6.33297], [6.68414, 1.22220, -0.25599], [9.76206, 3.23619, -2.33419], [3.89262, -2.85005, 1.05405], [-11.62395, -6.91658, 2.56094], [3.41956, -1.77617, -0.28197], [1.27174, 1.68730, 1.14988], [1.65745, 5.46711, -2.26771], [-1.37340, -6.98757, 2.92855], [11.33002, 4.63819, 3.56682], [0.78715, -7.46851, 2.85910], [-9.90824, 5.96720, -11.82317], [-0.45498, 1.91678, 2.50446], [-4.32090, -2.38833, 4.54944], [6.51691, -4.26982, -0.45202], [-0.60040, -7.35804, 2.25140], [-0.61975, -6.58798, 1.12510], [-10.11694, 3.83222, -11.11147], [-5.77954, 2.18940, -5.30154], [-11.31735, -7.77228, 0.48637], [-10.28449, -7.14814, 2.42333], [14.67395, -0.28806, 3.08870], [2.59952, 6.87252, -3.78254], [-10.52273, -4.07479, 2.39670], [6.38681, -4.45954, 2.42510], [9.31111, 6.58119, 3.30090], [-2.77240, -0.06689, 2.59509], [-0.88373, -8.68803, 1.91119], [-10.17784, -1.98850, 3.68455], [-9.99440, -3.23371, 5.22158], [-8.13667, 0.75154, -5.40671], [0.06550, -3.49944, 1.95475], [-0.42259, 9.76736, -1.78849], [14.50278, 0.44022, 1.02002], [-7.33293, -2.98373, -1.89342], [-9.42823, -4.96383, 3.48284], [-12.27576, -7.36278, 1.47146], [-11.68117, -8.63775, -0.05725], [1.19394, 1.45207, 3.52173], [6.49882, -4.01455, 3.41109], [-10.34424, 2.09451, -9.68175], [8.41151, 4.15330, 4.36560], [7.78600, -2.06202, 2.58570], [-6.59910, -2.51615, 2.45412], [7.98215, -3.93978, 1.10324], [0.61285, 2.07939, 2.45823]], "atomic_forces_ev_per_a": [[-0.01, 0.03, -0.08], [0.07, -0.05, -0.05], [-0.06, -0.12, -0.01], [-0.07, -0.05, -0.06], [-0.25, -0.02, 0.28], [0.21, 0.21, -0.03], [0.09, 0.08, -0.02], [0.12, 0.08, -0.07], [-0.05, 0.16, -0.06], [-0.04, -0.10, -0.06], [0.19, 0.07, 0.07], [-0.01, 0.05, 0.09], [0.03, -0.01, -0.11], [-0.03, -0.05, 0.00], [0.07, 0.05, -0.07], [-0.05, -0.03, -0.03], [-0.03, -0.08, 0.09], [0.02, 0.02, 0.02], [0.03, -0.07, 0.00], [-0.03, -0.01, -0.05], [0.00, 0.22, -0.08], [-0.19, -0.17, -0.14], [-0.02, -0.21, -0.21], [0.10, 0.00, 0.07], [0.01, 0.10, -0.05], [-0.09, 0.11, -0.06], [-0.28, -0.19, 0.08], [-0.14, 0.26, 0.11], [0.14, 0.13, -0.05], [-0.10, 0.03, -0.09], [0.06, -0.14, 0.08], [0.36, 0.00, 0.26], [0.05, -0.04, 0.01], [-0.03, 0.08, -0.06], [0.08, -0.03, -0.06], [0.15, -0.04, -0.06], [-0.06, 0.03, -0.10], [-0.02, 0.04, -0.04], [-0.26, -0.15, 0.26], [-0.10, 0.06, 0.10], [0.00, -0.16, -0.02], [0.03, 0.20, -0.06], [0.07, 0.01, 0.19], [0.00, 0.12, -0.08], [-0.05, -0.15, 0.20], [-0.09, 0.05, 0.00], [-0.01, -0.13, -0.03], [0.11, 0.04, 0.07], [0.09, 0.10, -0.07], [-0.07, 0.05, 0.11], [0.12, 0.29, -0.08], [-0.01, 0.00, 0.09], [-0.23, 0.01, 0.12], [0.17, 0.09, 0.04], [0.02, -0.03, -0.04], [0.14, 0.07, 0.04], [-0.12, 0.06, 0.07], [0.26, -0.10, 0.18], [-0.08, 0.05, -0.15], [0.08, -0.03, -0.05], [-0.13, -0.05, -0.10], [-0.06, -0.01, 0.05], [-0.18, 0.02, 0.20], [0.00, -0.02, 0.07], [0.25, -0.21, 0.31], [0.09, -0.05, -0.01], [0.00, 0.13, -0.84], [0.03, -0.12, 0.16], [-0.04, -0.09, 0.11], [-0.07, -0.02, -0.03], [-0.13, -0.04, 0.00], [-0.07, 0.08, 0.08], [-0.22, -0.02, 0.07], [-0.12, 0.05, 0.06], [0.15, -0.12, 0.07], [-0.01, -0.09, 0.04], [-0.07, -0.07, -0.22], [-0.03, 0.07, -0.18], [0.05, 0.14, -0.07], [0.00, 0.05, -0.04], [0.00, 0.01, 0.11], [-0.19, 0.12, 0.10], [0.05, 0.05, 0.13], [0.01, 0.04, -0.04], [0.01, 0.09, -0.01], [0.06, -0.11, -0.08], [0.00, -0.06, 0.04], [-0.12, 0.21, 0.08], [0.00, 0.14, -0.04], [0.00, 0.15, -0.19], [0.23, 0.02, 0.07], [-0.10, 0.14, -0.08], [-0.23, -0.51, 0.16], [0.00, 0.03, -0.38], [-0.05, 0.12, -0.01], [0.12, -0.04, -0.11], [0.05, 0.22, 0.03], [0.00, -0.14, 0.08], [0.08, -0.02, -0.20], [0.02, -0.14, -0.13], [0.01, 0.00, 0.05], [0.02, -0.09, -0.01], [0.04, 0.00, -0.02], [-0.09, 0.13, 0.04], [-0.36, -0.09, -0.98], [-0.02, -0.15, -0.13], [0.02, -0.04, 0.03], [0.02, -0.10, 0.03], [0.13, 0.02, -0.09], [0.01, -0.11, -0.07], [-0.17, -0.02, 0.02], [0.08, -0.10, -0.13], [-0.03, 0.11, 0.04], [0.10, -0.08, -0.02], [-0.02, -0.06, 0.04], [-0.14, 0.00, -0.05], [-0.03, -0.16, 0.00], [0.16, 0.05, -0.23], [-0.11, 0.12, -0.12], [0.00, 0.04, -0.04], [0.05, -0.04, -0.06], [0.00, 0.12, -0.06], [0.01, -0.01, 0.05], [-0.02, 0.02, -0.04], [-0.05, 0.06, -0.06], [-0.32, -0.13, 0.10], [0.00, -0.12, 0.12], [-0.01, -0.09, -0.05], [0.01, -0.20, 0.06], [0.11, -0.01, 0.01], [0.11, -0.11, -0.19], [-0.01, 0.04, -0.04], [0.04, 0.02, 0.03], [0.13, -0.22, 0.13], [-0.04, 0.12, 0.06], [-0.09, -0.19, 0.02], [0.06, 0.09, -0.12], [-0.04, 0.13, -0.07], [0.13, -0.17, 0.09], [0.09, 0.17, -0.02], [-0.26, -0.04, 0.04], [-0.06, 0.00, 0.05], [0.12, -0.10, 0.03], [-0.24, 0.06, 0.00], [0.58, 0.23, 1.38], [0.14, -0.19, 0.10], [-0.10, 0.03, 0.05], [-0.02, 0.03, 0.17], [-0.03, 0.01, 0.07], [-0.11, -0.07, -0.11], [-0.10, -0.03, 0.10], [0.00, 0.15, -0.14], [0.08, 0.02, 0.15], [-0.09, 0.08, 0.01], [0.01, -0.08, 0.06], [0.04, 0.10, 0.15], [0.02, -0.11, 0.10], [0.14, 0.06, -0.14], [0.44, 0.12, 0.00]]}